1.
Molecular formula: C10H15INO6P
Method: DFT, the ωB97M-V functional and the def2-TZVPD basis

```
34
C10H15INO6P (the ωB97M-V functional and the def2-TZVPD basis)
C -1.876 -1.841 2.182
C -1.281 -0.659 2.968
C -0.400 0.277 2.172
I -1.465 1.101 0.490
O 0.752 -0.355 1.615
P 1.842 -1.002 2.583
O 1.805 -0.582 3.981
O 1.668 -2.558 2.339
O 3.212 -0.674 1.840
C 4.097 0.220 2.481
O 3.492 1.500 2.483
N 3.679 2.140 3.771
O 2.798 2.849 3.995
H -2.958 -1.874 2.285
H -1.606 -1.817 1.126
H -1.505 -2.783 2.591
H -0.719 -1.030 3.828
H -2.085 -0.042 3.373
H -0.123 1.158 2.745
H 1.054 -2.749 1.623
H 4.313 -0.099 3.499
H 5.011 0.233 1.890
C -0.844 -0.419 -4.614
C -0.933 0.325 -5.782
C -1.729 1.461 -5.823
C -2.438 1.852 -4.695
C -2.353 1.104 -3.529
C -1.555 -0.030 -3.487
H -0.219 -1.302 -4.581
H -0.382 0.019 -6.662
H -1.797 2.042 -6.733
H -3.058 2.739 -4.726
H -2.910 1.408 -2.651
H -1.487 -0.610 -2.575
```

Kohn-Sham gap: 0.3434 hartree
E_HOMO: -9.376 eV
strongest force on any atom: 0.01116 Eh/bohr
structure (SMILES): CC[C@H](I)O[P@@](=O)(O)OCON=O.c1ccccc1



2.
Molecular formula: C30H84N6O9
Method: DFT, the ωB97M-V functional and the def2-TZVPD basis

```
129
C30H84N6O9 (the ωB97M-V functional and the def2-TZVPD basis)
C 0.184 -6.579 0.170
O 1.313 -5.798 -0.254
C 1.549 -4.631 0.483
C 2.736 -3.852 -0.119
C 4.028 -4.632 -0.218
N 2.900 -2.503 0.453
H 0.077 -7.476 -0.441
H -0.745 -6.009 0.179
H 0.320 -6.850 1.217
H 0.666 -3.992 0.452
H 1.765 -4.972 1.495
H 2.415 -3.572 -1.123
H 4.810 -3.997 -0.633
H 3.884 -5.392 -0.986
H 4.293 -5.186 0.682
H 3.722 -2.102 0.025
H 2.225 -1.907 -0.006
C -2.228 2.587 0.011
O -1.082 2.937 0.795
C -0.893 4.358 0.993
C -0.094 5.006 -0.217
C 1.332 4.456 -0.407
N 0.135 6.429 0.046
H -3.166 2.991 0.392
H -2.302 1.505 -0.095
H -2.185 2.927 -1.024
H -1.839 4.886 1.121
H -0.375 4.465 1.946
H -0.762 4.962 -1.078
H 1.845 4.296 0.541
H 2.014 5.082 -0.981
H 1.279 3.513 -0.952
H 0.681 6.377 0.895
H 0.810 6.768 -0.624
C -2.549 0.745 -4.824
O -1.735 1.459 -5.749
C -0.346 1.222 -5.568
C 0.517 1.778 -6.665
C 0.296 0.887 -7.906
N 1.933 1.735 -6.280
H -3.534 1.186 -4.973
H -2.213 0.929 -3.804
H -2.679 -0.327 -4.971
H -0.044 1.703 -4.639
H -0.191 0.149 -5.452
H 0.346 2.831 -6.888
H 0.942 1.288 -8.688
H -0.725 1.148 -8.183
H 0.458 -0.160 -7.652
H 2.091 2.519 -5.662
H 2.522 1.952 -7.071
C -6.625 -1.107 -5.011
O -5.686 -2.043 -4.508
C -4.944 -1.508 -3.383
C -5.702 -1.894 -2.114
C -5.055 -1.345 -0.908
N -5.774 -3.409 -2.087
H -7.279 -1.554 -5.760
H -6.060 -0.298 -5.472
H -7.268 -0.715 -4.223
H -3.925 -1.894 -3.359
H -4.740 -0.437 -3.386
H -6.737 -1.572 -2.229
H -5.098 -0.260 -0.816
H -4.002 -1.630 -0.908
H -5.453 -1.637 0.064
H -4.818 -3.701 -1.943
H -5.977 -3.598 -3.059
C -0.218 -1.601 -1.929
O 0.762 -1.320 -0.890
C 0.662 0.002 -0.366
C 1.111 0.005 1.136
C 0.169 -0.796 2.097
N 1.132 1.348 1.735
H -1.181 -1.823 -1.469
H 0.089 -2.539 -2.392
H -0.254 -0.812 -2.680
H 1.388 0.572 -0.947
H -0.303 0.506 -0.420
H 2.116 -0.393 1.277
H 0.204 -1.843 1.798
H -0.901 -0.595 2.059
H 0.471 -0.697 3.140
H 1.829 1.918 1.278
H 0.273 1.823 1.498
C 2.329 -0.140 5.150
O 2.218 -0.272 6.549
C 0.977 -0.973 6.825
C 0.484 -0.820 8.260
C -0.037 0.546 8.778
N 1.509 -1.266 9.127
H 2.243 -1.062 4.576
H 3.312 0.273 4.923
H 1.562 0.554 4.806
H 0.133 -0.660 6.212
H 1.051 -2.040 6.613
H -0.312 -1.559 8.350
H -1.027 0.774 8.385
H 0.646 1.364 8.547
H -0.064 0.490 9.866
H 1.939 -2.071 8.694
H 2.201 -0.550 8.962
C 2.950 -2.450 -3.946
C 3.115 -1.127 -4.689
O 2.324 -1.141 -5.830
H 3.379 -2.513 -2.946
H 3.462 -3.221 -4.522
H 1.894 -2.708 -3.871
H 4.169 -0.945 -4.897
H 2.707 -0.309 -4.094
H 2.194 -0.214 -6.043
C -1.873 1.699 3.744
C -2.549 0.513 4.469
O -2.401 0.963 5.801
H -2.474 2.594 3.908
H -1.912 1.615 2.658
H -0.844 1.905 4.037
H -2.049 -0.442 4.307
H -3.606 0.443 4.213
H -2.740 0.273 6.376
C 4.310 2.694 2.253
C 4.047 3.984 2.994
O 4.237 4.930 2.009
H 4.177 1.830 2.905
H 5.346 2.556 1.943
H 3.648 2.585 1.394
H 4.759 4.104 3.811
H 3.046 4.006 3.425
H 4.915 5.495 2.388
```

Kohn-Sham gap: 0.3338 hartree
E_HOMO: -8.849 eV
strongest force on any atom: 0.04732 Eh/bohr
structure (SMILES): COC[C@H](C)N.COC[C@H](C)N.COC[C@H](C)N.COC[C@H](C)N.COC[C@H](C)N.COC[C@H](C)N.CCO.CCO.CCO



3.
Molecular formula: C38H29IrO3P2S2
Method: DFT, the ωB97M-V functional and the def2-TZVPD basis

```
75
C38H29IrO3P2S2 (the ωB97M-V functional and the def2-TZVPD basis)
Ir 0.503 -0.152 -0.691
O 1.421 1.923 -0.317
C 1.160 1.271 0.688
C 1.139 1.076 2.038
C 1.410 2.113 2.983
C 1.254 1.866 4.319
C 0.838 0.615 4.797
C 0.588 -0.415 3.905
C 0.732 -0.207 2.547
P 0.411 -1.478 1.305
C -1.081 -2.335 1.889
C -0.996 -3.487 2.666
C -2.148 -4.049 3.187
C -3.382 -3.474 2.931
C -3.469 -2.328 2.156
C -2.323 -1.762 1.628
C 1.737 -2.704 1.390
C 2.958 -2.410 1.992
C 3.939 -3.382 2.052
C 3.716 -4.635 1.502
C 2.513 -4.915 0.868
C 1.529 -3.949 0.794
H 1.720 3.080 2.621
H 1.459 2.654 5.028
H 0.716 0.452 5.855
H 0.277 -1.389 4.255
H -0.033 -3.936 2.859
H -2.078 -4.938 3.795
H -4.276 -3.927 3.332
H -4.431 -1.881 1.961
H -2.379 -0.877 1.006
H 3.126 -1.429 2.413
H 4.885 -3.161 2.521
H 4.479 -5.397 1.559
H 2.352 -5.886 0.423
H 0.599 -4.145 0.278
S -4.409 1.274 -2.859
P -2.764 1.586 -1.780
S -1.518 -0.036 -2.044
C -1.975 3.121 -2.380
C -2.420 4.323 -1.841
C -1.945 5.513 -2.359
C -1.045 5.502 -3.413
C -0.615 4.301 -3.953
C -1.082 3.101 -3.444
C -3.147 1.881 -0.017
C -4.460 2.086 0.387
C -4.714 2.434 1.703
C -3.670 2.563 2.606
C -2.363 2.323 2.207
C -2.103 1.990 0.891
H -3.133 4.324 -1.029
H -2.285 6.450 -1.944
H -0.686 6.435 -3.820
H 0.080 4.301 -4.779
H -0.762 2.159 -3.868
H -5.262 1.987 -0.331
H -5.727 2.619 2.025
H -3.874 2.857 3.624
H -1.551 2.412 2.913
H -1.086 1.825 0.554
O 3.775 -2.415 -1.543
C 2.825 -1.864 -2.052
O 1.653 -1.734 -1.598
C 3.006 -1.265 -3.466
C 4.264 -1.332 -4.044
C 4.443 -0.834 -5.323
C 3.375 -0.289 -6.015
C 2.121 -0.230 -5.431
C 1.931 -0.714 -4.147
H 5.085 -1.771 -3.500
H 5.424 -0.878 -5.772
H 3.517 0.086 -7.017
H 1.284 0.186 -5.973
H 0.946 -0.677 -3.701
```

Kohn-Sham gap (spin up / spin down): 0.1767 / 0.1767 hartree
multiplicity: 2
E_HOMO (spin up / spin down): -10.619 / -10.563 eV
strongest force on any atom: 0.12407 Eh/bohr
total charge: +1



4.
Molecular formula: C4H5FNO2
Method: DFT, the ωB97M-V functional and the def2-TZVPD basis

```
13
C4H5FNO2 (the ωB97M-V functional and the def2-TZVPD basis)
C 1.794 -0.729 0.632
C 1.273 1.596 0.278
C 0.933 0.550 1.076
C -1.783 -0.826 -0.881
N -2.864 -1.024 -0.229
O 1.005 -1.676 0.438
O 3.013 -0.588 0.585
F -1.697 0.022 -1.956
H 0.655 2.460 0.023
H 2.076 1.456 -0.411
H 0.065 0.567 1.702
H -0.875 -1.431 -0.606
H -3.595 -0.378 -0.651
```

Kohn-Sham gap: 0.3012 hartree
E_HOMO: -4.289 eV
strongest force on any atom: 0.06789 Eh/bohr
total charge: -1